# 1
A cluster of 2 separate species, C2H6S in total. Source: OMol25; level of theory: the ωB97M-V functional and the def2-TZVPD basis.

## Properties
energy relative to the best compared isomer or geometry (same formula, charge and spin): 225.9 kJ/mol
charge: +1
electronic energy: -12995.34770 eV
gap between HOMO and LUMO (alpha / beta): 12.461 / 4.422 eV
<S²>: 0.758
2S+1: 2

Last column: Löwdin charge in e.
Cartesian coordinates (Å):
S 1.376037 2.354166 0.056808  0.84
C -0.259094 -1.139522 -0.169213  0.04
C -1.252826 -0.926760 0.691347  0.08
H 0.739126 2.257501 -1.097623  -0.15
H 0.677959 -1.528631 0.072021  0.06
H -0.915996 -0.979223 1.753106  0.10
H -0.446637 -1.116504 -1.291944  0.11
H -2.311255 -0.765365 0.537975  0.09
H 2.392685 1.844340 -0.552476  -0.17

Atomic forces in eV per Å
S -1.2 0.1 0.9
C -0.8 0.1 -4.4
C 0.1 0.2 3.3
H -0.7 0.2 -0.5
H 1.4 -0.3 0.9
H -0.7 0.1 -0.7
H 0.2 0.1 1.5
H 0.1 0.1 -0.5
H 1.6 -0.7 -0.5

=====

# 2
An isolated molecule of C2H6S2. Source: OMol25; level of theory: the ωB97M-V functional and the def2-TZVPD basis.

## Properties
energy relative to the best compared isomer or geometry (same formula, charge and spin): 83.9 kJ/mol
electronic energy: -23840.94396 eV
gap between HOMO and LUMO: 9.384 eV

Last column: Löwdin charge in e.
Cartesian coordinates (Å):
S 1.916781 -1.071801 0.017937  0.61
S -0.952484 -0.585100 0.337554  0.70
C -1.082043 0.723913 -0.841888  -0.45
C 0.688950 -0.273830 1.074780  -0.87
H -1.229251 1.538153 -0.125044  0.02
H 0.885805 0.800787 1.210589  0.04
H 1.343265 -1.955008 -0.804147  -0.16
H -0.212516 0.920244 -1.506462  0.05
H 0.613203 -0.623639 2.087978  0.01
H -1.971709 0.526283 -1.451301  0.04

Atomic forces in eV per Å
S 2.1 0.6 0.4
S 0.1 -1.1 0.7
C 0.2 1.0 0.0
C -1.4 0.0 -0.9
H -0.2 0.6 -1.1
H 0.1 -0.3 -0.7
H -1.0 0.2 0.5
H -0.4 -0.4 0.6
H 0.3 -0.8 0.3
H 0.2 0.2 0.3

=====

# 3
An isolated molecule of C2H6S2. Source: OMol25; level of theory: the ωB97M-V functional and the def2-TZVPD basis.

## Properties
energy relative to the best compared isomer or geometry (same formula, charge and spin): 37.2 kJ/mol
electronic energy: -23841.42746 eV
gap between HOMO and LUMO: 8.907 eV

Last column: Löwdin charge in e.
Cartesian coordinates (Å):
S -1.491011 -0.080013 -0.136951  0.40
S -1.778118 -1.826685 1.024083  0.31
C 0.382124 -0.155922 -0.162221  -0.61
C 0.965930 1.238468 -0.186068  -0.18
H 0.713267 -0.819297 -0.959270  0.06
H 0.576509 -0.787645 0.706424  0.02
H 0.209777 1.956879 -0.501555  0.05
H 1.846987 1.276836 -0.823918  0.07
H -2.731908 -2.276427 0.209388  -0.22
H 1.306442 1.473806 0.830088  0.08

Atomic forces in eV per Å
S 0.9 -0.5 0.5
S -0.2 0.7 -0.4
C -1.1 -1.2 0.0
C 0.4 -0.3 0.7
H -0.2 0.4 -0.5
H 0.4 0.7 0.3
H 0.3 0.1 -0.1
H -0.1 0.1 -0.2
H -0.1 -0.3 -0.1
H -0.2 0.3 -0.3

=====

# 4
A cluster of 2 separate species, C2H6S3 in total. Source: OMol25; level of theory: the ωB97M-V functional and the def2-TZVPD basis.

## Properties
energy relative to the best compared isomer or geometry (same formula, charge and spin): 197.4 kJ/mol
electronic energy: -34674.41250 eV
gap between HOMO and LUMO (alpha / beta): 7.121 / 7.184 eV

Last column: Löwdin charge in e.
Cartesian coordinates (Å):
S 1.562019 0.050688 1.557516  0.53
S -1.197123 -1.145138 2.794280  0.02
S -0.815323 -3.006705 3.220296  0.17
C 0.092557 0.210867 -0.790447  -0.19
C 0.738896 1.126759 0.344541  -0.63
H -1.541499 -3.724097 2.229455  -0.14
H -0.601720 -0.569143 -0.276689  0.06
H -0.602416 0.768881 -1.510998  0.07
H 0.119428 1.603168 1.004004  0.00
H 0.772928 -0.227334 -1.582194  0.07
H 1.622063 1.685962 0.052401  0.05

Atomic forces in eV per Å
S 0.0 -0.6 0.3
S 0.3 0.4 -0.2
S -0.7 -1.0 -0.9
C -1.7 0.6 -0.6
C 1.8 -3.9 -1.9
H 0.8 0.8 0.9
H 1.5 1.1 -1.0
H 0.6 -0.2 1.3
H -2.0 1.9 0.7
H -0.2 0.1 1.7
H -0.4 0.7 -0.5

=====

# 5
An isolated molecule of C2H6SSi. Source: OMol25; level of theory: the ωB97M-V functional and the def2-TZVPD basis.

## Properties
energy relative to the best compared isomer or geometry (same formula, charge and spin): 455.2 kJ/mol
electronic energy: -20879.92708 eV
gap between HOMO and LUMO (alpha / beta): 9.586 / 5.476 eV

Last column: Löwdin charge in e.
Cartesian coordinates (Å):
S -3.487650 -0.344630 -0.388942  0.17
Si -1.497827 -0.087598 0.500580  0.25
C 1.453929 0.040241 -0.771457  -0.25
C 0.558959 0.139777 0.350360  -0.29
H 1.991927 0.863576 -1.132678  0.04
H 0.823230 -0.266539 -1.706793  0.11
H 0.963137 0.074081 1.413902  0.05
H -1.745102 1.379881 0.921324  -0.05
H 2.315926 -0.559800 -0.520425  0.06
H -1.376533 -1.238988 1.334126  -0.10

Atomic forces in eV per Å
S 1.5 0.1 -0.1
Si 1.6 2.1 -0.2
C -1.2 -1.4 -2.2
C -2.8 -0.2 1.6
H 0.4 2.2 -0.2
H 1.6 -0.1 1.5
H -0.6 0.2 -1.4
H -0.2 -1.0 0.2
H 0.1 -1.2 -0.2
H -0.4 -0.6 1.0

=====

# 6
A cluster of 2 separate species, C2H6Se in total. Source: OMol25; level of theory: the ωB97M-V functional and the def2-TZVPD basis.

## Properties
energy relative to the best compared isomer or geometry (same formula, charge and spin): 331.8 kJ/mol
electronic energy: -67513.24937 eV
gap between HOMO and LUMO (alpha / beta): 8.468 / 7.463 eV

Last column: Löwdin charge in e.
Cartesian coordinates (Å):
Se -1.343365 -0.089260 0.145638  0.83
C 0.072905 -1.408780 -0.063524  -0.41
C -0.347605 1.389540 -0.240280  -0.51
H -0.106225 -2.233915 0.624836  0.02
H 0.993697 1.361786 1.472061  0.10
H 0.442794 1.305275 -0.962828  -0.02
H 0.104690 -1.777980 -1.088971  0.02
H 0.992203 -0.895650 0.200425  0.00
H -0.809092 2.348984 -0.087355  -0.03

Atomic forces in eV per Å
Se -0.7 -0.7 0.0
C -0.2 0.0 -0.2
C 1.5 0.2 1.6
H 0.0 0.1 -0.1
H -0.9 0.2 -1.4
H 0.1 0.1 -0.1
H 0.1 0.1 0.1
H 0.1 0.0 0.1
H -0.1 0.1 0.0